1.
77
Properties=species:S:1:pos:R:3:mulliken_spin:R:1 method="wB97M-V/def2-TZVPD" homo_ev="-6.06 / -6.02" homo_lumo_gap_ev="5.66 / 5.60" spin_multiplicity=3
Br -0.691 3.776 0.919 0.001
Ni -1.252 0.302 -0.378 1.727
S -1.751 -0.014 -2.769 0.101
N -2.667 -1.222 -0.283 0.041
N -2.575 2.172 -0.358 0.026
N -3.224 -2.026 -3.607 0.005
N 0.820 0.179 -0.424 0.101
N -1.749 0.209 1.734 0.034
N -3.142 -1.871 -1.355 0.008
C -1.317 0.532 4.060 -0.003
C 0.518 -1.935 0.741 -0.018
C 2.707 3.136 -2.771 0.008
C -2.755 -1.375 -2.517 -0.018
C -4.786 2.859 -0.963 0.002
C -3.290 4.421 0.043 0.002
C -2.056 -0.600 4.365 0.001
C 3.487 2.279 -2.008 -0.004
C 0.438 3.921 -3.554 0.000
C 1.495 1.118 -1.159 -0.048
C 1.989 -2.619 2.630 0.000
C 2.441 -1.705 -0.770 0.000
C 3.961 -2.361 1.117 0.001
C -2.357 3.397 0.097 0.001
C -1.191 0.889 2.727 0.002
C -3.025 -1.633 0.892 0.004
C 1.169 -3.128 1.442 0.000
C -2.474 -0.890 2.021 -0.005
C -2.642 -1.315 3.337 -0.003
C 1.320 3.003 -2.749 -0.002
C 0.751 2.028 -1.961 0.018
C 4.990 2.397 -2.028 0.000
C -4.530 4.140 -0.500 -0.002
C -3.781 1.915 -0.879 -0.006
C 1.547 -0.922 0.213 -0.013
C 3.050 -1.642 2.117 0.000
C 2.898 1.295 -1.223 0.007
C -3.907 -2.823 1.112 0.005
C 2.370 -0.452 1.432 -0.001
C 2.081 -3.863 0.461 -0.001
C 3.128 -2.879 -0.061 0.000
H 0.385 -3.806 1.801 0.000
H 2.570 -4.707 0.959 0.000
H 3.568 0.677 -0.644 0.004
H -0.275 3.348 -4.151 0.000
H 5.381 2.561 -1.022 0.000
H -3.042 5.400 0.425 0.000
H -5.744 2.597 -1.388 0.000
H -0.845 1.124 4.830 0.000
H 4.737 -1.678 0.758 0.000
H 5.443 1.480 -2.411 0.000
H -3.924 0.911 -1.259 0.003
H 4.462 -3.200 1.611 0.000
H -0.135 4.574 -2.888 0.000
H -2.165 -0.927 5.391 0.000
H 2.468 -3.458 3.145 0.000
H 3.122 0.279 1.134 0.000
H 5.313 3.224 -2.660 0.000
H 3.200 -1.069 -1.219 -0.001
H 1.027 4.548 -4.223 0.000
H 3.785 -3.389 -0.772 0.000
H -3.639 -2.934 -3.479 -0.001
H -0.598 1.750 2.450 0.002
H 3.173 3.904 -3.379 0.001
H -5.286 4.913 -0.556 0.000
H -0.097 -2.272 -0.101 0.006
H 1.808 -2.072 -1.584 0.002
H 1.333 -2.112 3.347 0.000
H -3.214 -2.209 3.541 0.000
H 1.690 0.048 2.130 -0.002
H -4.245 -3.182 0.147 0.000
H -4.772 -2.566 1.726 0.000
H -3.353 -3.620 1.613 0.000
H 3.650 -1.278 2.958 0.000
H -0.121 -1.422 1.456 0.013
H 1.491 -4.260 -0.371 0.000
H -0.325 1.925 -1.959 0.009
H -2.827 -1.794 -4.498 0.000

2.
70
Properties=species:S:1:pos:R:3:mulliken_spin:R:1 method="wB97M-V/def2-TZVPD" homo_ev="-3.37 / -3.36" homo_lumo_gap_ev="5.84 / 4.84" de_lowest_kcal_mol=8.48 total_charge=-1 spin_multiplicity=2
O 4.559 -1.854 0.492 0.000
O -2.706 1.630 -3.353 0.000
O -3.721 3.022 1.123 0.000
O -3.963 -0.722 -2.488 0.000
O 4.774 1.632 1.483 0.000
O -1.675 4.622 0.116 0.000
O -2.575 -4.108 1.509 0.000
O 0.711 -0.537 4.557 0.901
O 1.623 -0.049 0.349 0.002
O 1.800 -3.266 3.039 0.000
O 2.081 2.542 -1.310 0.000
O 1.961 -0.608 -3.021 0.000
C 3.772 -2.055 -0.685 0.000
C -3.074 -2.847 1.935 0.001
C 4.985 1.368 0.087 0.000
C 0.561 -3.873 2.701 -0.004
C -0.646 -0.314 4.392 -0.027
C 0.923 -1.432 -3.559 0.000
C -0.346 4.047 0.214 0.000
C -3.130 -1.366 -1.464 0.000
C 1.784 2.589 -2.653 0.000
C -3.080 1.765 1.242 0.005
C 0.279 -0.481 0.224 0.008
C -2.270 2.257 -2.193 0.000
H -3.209 2.318 -1.642 0.000
H -2.365 4.066 0.485 0.000
H 5.153 2.296 -0.460 0.000
H 0.859 -2.461 -3.205 0.000
H 0.686 -4.296 1.704 0.000
H 2.342 1.930 -3.319 0.000
H -1.126 0.336 5.124 -0.004
H -3.466 0.021 -2.837 0.000
H 4.084 0.915 -0.327 0.000
H -1.909 3.266 -2.395 0.000
H -0.077 -1.076 1.066 -0.007
H 1.929 -0.602 -2.062 0.000
H -2.917 1.313 0.263 -0.001
H 5.104 2.509 1.690 0.000
H -2.628 -2.583 2.894 0.001
H -2.104 1.888 1.710 -0.001
H 0.226 4.362 -0.659 0.000
H -4.578 2.996 0.692 0.000
H -1.557 1.697 -1.589 0.000
H 1.897 1.668 -0.957 0.000
H -0.933 -0.021 3.382 0.053
H -2.761 -0.626 -0.754 0.000
H -0.179 -3.075 2.749 0.003
H 4.284 -2.700 -1.398 0.000
H 1.930 3.589 -3.062 0.000
H 0.141 4.378 1.130 0.000
H 5.072 -2.648 0.656 0.000
H 2.796 -2.489 -0.466 0.000
H -2.750 -2.089 1.223 -0.001
H -2.301 -1.867 -1.965 0.000
H 3.513 -1.123 -1.186 0.000
H -0.345 2.957 0.215 0.000
H 0.069 -1.056 -0.678 0.000
H -1.173 -1.267 4.411 0.071
H 2.447 -3.975 3.025 0.000
H 0.738 2.348 -2.843 0.000
H 1.007 -1.552 -4.639 0.000
H -3.612 1.021 1.834 -0.001
H 5.858 0.743 -0.100 0.000
H -2.065 1.925 -4.004 0.000
H -3.714 -2.178 -1.031 0.000
H -4.151 -2.856 2.106 0.000
H -0.032 -0.968 -3.309 0.000
H 0.182 -4.627 3.391 0.000
H -2.605 -4.749 2.222 0.000
H -0.384 0.383 0.179 0.000

3.
17
Properties=species:S:1:pos:R:3:lowdin_charge:R:1 method="wB97M-V/def2-TZVPD" homo_ev=-9.46 homo_lumo_gap_ev=10.46 de_lowest_kcal_mol=36.93 spin_multiplicity=1
O -4.635 -0.277 -0.374 0.023
N -0.675 1.218 0.119 0.113
C 0.363 -0.530 -0.464 -0.285
C 1.028 -1.632 0.347 -0.058
C -1.121 -0.154 -0.192 -0.189
C 0.558 0.910 -0.057 -0.359
C -4.308 0.085 0.644 -0.001
C 1.772 1.743 0.050 -0.022
H 2.552 1.222 0.602 0.076
H 2.050 -1.347 0.591 0.068
H 0.493 -1.806 1.277 0.076
H -1.781 -0.195 -1.057 0.095
H 0.544 -0.680 -1.532 0.136
H -1.593 -0.631 0.664 0.088
H 1.058 -2.563 -0.214 0.072
H 2.156 1.956 -0.949 0.085
H 1.539 2.681 0.546 0.080

4.
18
Properties=species:S:1:pos:R:3:lowdin_charge:R:1 method="wB97M-V/def2-TZVPD" homo_ev=-9.03 homo_lumo_gap_ev=9.99 de_lowest_kcal_mol=45.92 spin_multiplicity=1 smiles="C/C=C(/C)[SiH2]C"
Si 1.307 -0.977 -0.126 0.743
C 2.485 0.470 -0.487 -0.280
C -0.927 -0.508 0.151 -0.323
C -1.446 0.681 0.431 -0.231
C -0.704 2.019 0.634 -0.098
C -1.813 -1.695 -0.132 -0.154
H -2.586 0.799 0.503 0.125
H 2.826 0.961 0.362 -0.008
H 3.291 0.108 -1.011 -0.015
H -1.291 2.647 1.294 0.064
H -1.151 -2.510 -0.335 0.028
H 1.072 -1.737 -1.474 -0.049
H -2.485 -1.592 -0.981 0.079
H 0.250 1.686 1.114 0.071
H 2.037 -2.063 0.657 -0.070
H -2.288 -1.886 0.803 0.064
H -0.629 2.336 -0.347 0.040
H 2.054 1.260 -1.056 0.016

What are the maximum force values for these records? In order: 0.896 2.685 0.790 4.064 eV/A.
What are the E values for these records? In order: -6012.59727 -1387.36583 -363.96538 -487.10268 Eh.